This record from OMol25 describes C16H29ClF3NO6Ti as an isolated structure at a distorted geometry. The level of theory is wB97M-V/def2-TZVPD.

The value obtained for the total energy is -74628.1691 eV. As for the charge: -1. As for the multiplicity: 4. The calculation puts the frontier orbital gap (alpha / beta) at 0.1070 / 0.2691 Eh. As for the HOMO energy (alpha / beta): -0.3713 / -4.8155 eV.

XYZ file:
```
57
Properties=species:S:1:pos:R:3:lowdin_charge:R:1
Ti -1.02 1.32 0.66 0.649
Cl -2.14 2.99 2.63 -0.454
F -2.22 4.27 -3.23 0.114
F -1.20 2.49 -3.96 0.081
F -0.41 3.57 -2.25 0.134
O 0.85 1.04 2.11 -0.029
O -1.88 1.01 -1.77 -0.171
O -2.21 -3.21 2.42 0.007
O -1.65 -1.23 1.56 0.068
O 2.97 0.76 2.79 -0.021
O -2.65 2.79 -0.74 -0.161
N 0.80 0.47 -0.72 0.086
C -2.48 2.32 -1.91 -0.563
C -2.30 -0.05 -2.57 -0.308
C -0.85 -2.67 4.36 -0.060
C 1.36 0.73 -1.69 -0.225
C 2.44 0.29 -3.92 -0.278
C -1.73 -1.37 -2.10 -0.075
C 3.17 0.96 -5.07 -0.131
C 2.00 1.30 -2.86 -0.211
C 1.73 1.28 2.90 -0.530
C -0.92 -3.31 2.99 -0.243
C 3.14 -0.30 1.84 -0.222
C -3.91 -1.97 1.37 0.038
C 2.77 -1.63 2.46 -0.058
C 1.61 2.25 4.05 0.029
C -2.47 -2.08 1.75 -0.539
C -1.55 3.16 -2.81 -0.530
H 0.64 2.14 4.52 0.080
H 2.47 2.14 4.70 0.076
H -4.43 -2.92 1.28 0.085
H 3.67 -2.11 2.85 0.071
H 2.52 -2.33 1.65 0.081
H 4.16 -0.25 1.48 0.118
H 3.91 1.67 -4.69 0.068
H -2.00 -2.19 -2.76 0.072
H 0.16 -2.76 4.75 0.075
H 1.68 3.22 3.56 0.099
H -3.42 2.24 -2.52 0.152
H -1.02 -1.59 4.22 0.083
H -0.15 -2.85 2.36 0.107
H -2.17 0.10 -3.66 0.112
H -2.00 -1.56 -1.06 0.048
H 1.19 1.86 -3.37 0.109
H 1.94 -1.51 3.14 0.067
H -0.63 -1.31 -2.12 0.055
H 2.51 1.54 -5.72 0.072
H -1.63 -3.03 5.02 0.077
H -3.41 -0.17 -2.57 0.117
H 3.78 0.27 -5.66 0.062
H 3.13 -0.44 -3.48 0.098
H 1.56 -0.24 -4.27 0.106
H -0.60 -4.35 3.02 0.120
H -4.02 -1.35 0.48 0.088
H 2.73 2.07 -2.57 0.117
H -4.40 -1.42 2.19 0.106
H 2.55 -0.06 0.95 0.082
```